(1)
Density functional theory data (wB97M-V/def2-TZVPD) for C3H4OSi in the gas phase at a distorted geometry.

Positions of all 9 atoms, in Å:
C1 1.206 0.126 2.261
C2 0.993 0.546 1.021
C3 2.390 0.650 1.669
O1 3.504 0.957 1.610
Si1 -0.532 0.271 -0.268
H1 0.827 -0.366 3.157
H2 -0.408 -0.581 -1.524
H3 -1.623 -0.183 0.706
H4 -0.815 1.663 -0.712

LUMO level: 0.47 eV
multiplicity: 1
SMILES string: O=c1cc1[SiH3]
HOMO: -8.799 eV



(2)
Density functional theory data (wB97M-V/def2-TZVPD) for C3H4P2 in the gas phase at a distorted geometry.

Positions of all 9 atoms, in Å:
C1 -0.707 -1.504 0.282
C2 0.230 -1.335 -0.692
C3 -0.725 -0.049 0.075
P1 0.265 0.961 1.279
P2 -0.403 0.018 -1.720
H1 -1.037 -2.083 1.071
H2 1.639 0.618 0.826
H3 0.039 2.177 0.503
H4 0.699 1.196 -1.625

LUMO level: 0.35 eV
multiplicity: 1
SMILES string: P[C@@]12C=C1P2
HOMO: -8.817 eV



(3)
Density functional theory data (wB97M-V/def2-TZVPD) for 2 unconnected molecules or ions with the total composition C3H4P2 at a distorted geometry.

Positions of all 9 atoms, in Å:
C1 1.594 0.076 0.232
C2 0.306 -0.037 0.423
C3 -0.841 -0.147 -0.454
P1 -2.344 -1.004 -0.076
P2 -2.318 1.011 0.021
H1 2.231 0.098 1.052
H2 1.921 -0.029 -0.742
H3 -0.145 0.172 1.373
H4 -0.405 -0.140 -1.831

LUMO level: -1.08 eV
multiplicity: 1
HOMO: -8.768 eV



(4)
Density functional theory data (wB97M-V/def2-TZVPD) for 2 unconnected molecules or ions with the total composition C3H4S at a distorted geometry.

Positions of all 8 atoms, in Å:
C1 2.300 0.534 -0.450
C2 2.233 -0.275 0.631
C3 1.015 0.223 0.047
S1 -4.015 -0.462 0.217
H1 2.955 1.063 -1.266
H2 2.621 -0.827 1.451
H3 -2.659 -0.462 0.114
H4 -4.450 0.206 -0.744

LUMO level: 0.88 eV
multiplicity: 1
SMILES string: C1=CC=1.S
HOMO: -9.313 eV



Let's list energy above the lowest of the compared OMol25 structures with the same formula, charge and spin in order: 1.5276, 3.4915, 1.4676, 3.4832 eV.